8 unconnected molecules or ions with the total composition C36H73BN7O7P3S. Source: the OMol25 dataset; level of theory: ωB97M-V with the def2-TZVPD basis set.

Computed properties:
* Kohn-Sham gap: 7.65 eV
* SMILES: CCCCCCCCCCCCCCCCP(OCCC)(PP(=O)(O)O)(B(O)CC)S(C)(=O)=O.CC#N.CC#N.CC#N.CC#N.CC#N.CC#N.CC#N
* energy: -3772.5849 hartree
* HOMO: -8.105 eV

CARTESIAN COORDINATES (ANGSTROEM)
C 7.539 2.632 0.498
C 6.577 1.481 0.141
C 6.714 1.112 -1.345
C 5.416 0.575 -1.952
C 4.846 -0.639 -1.220
C 3.436 -0.969 -1.713
C 2.659 -1.891 -0.766
C 1.400 -2.482 -1.435
C 0.094 -1.691 -1.165
C -0.954 -2.586 -0.452
C -1.668 -3.425 -1.551
C -2.888 -2.693 -2.159
C -4.261 -3.262 -1.703
C -5.350 -2.186 -1.469
C -6.134 -2.459 -0.172
C -7.589 -1.982 -0.182
P -8.014 -0.175 -0.194
O -7.801 0.926 -1.384
C -6.696 0.805 -2.286
C -6.763 1.976 -3.276
C -7.543 1.644 -4.549
P -6.255 0.631 1.012
P -6.361 -0.377 2.939
O -7.055 0.481 3.894
O -6.990 -1.867 2.851
O -4.796 -0.630 3.332
B -9.137 0.489 1.284
O -9.408 -0.445 2.220
C -9.656 1.965 1.401
C -8.621 3.101 1.268
S -10.000 -0.709 -1.246
C -9.798 -1.177 -2.969
O -10.816 0.505 -1.257
O -10.634 -1.809 -0.531
H 7.760 2.626 1.569
H 7.063 3.575 0.237
H 8.465 2.494 -0.051
H 6.764 0.608 0.769
H 5.557 1.795 0.346
H 7.011 2.011 -1.891
H 7.500 0.361 -1.448
H 5.630 0.281 -2.985
H 4.664 1.369 -2.006
H 4.821 -0.454 -0.142
H 5.494 -1.495 -1.422
H 3.490 -1.461 -2.688
H 2.869 -0.042 -1.850
H 2.412 -1.357 0.152
H 3.337 -2.702 -0.480
H 1.590 -2.506 -2.507
H 1.273 -3.493 -1.046
H 0.259 -0.774 -0.600
H -0.358 -1.424 -2.124
H -0.457 -3.264 0.242
H -1.707 -1.977 0.058
H -1.998 -4.364 -1.102
H -0.920 -3.611 -2.321
H -2.809 -1.639 -1.889
H -2.828 -2.821 -3.240
H -4.110 -3.859 -0.802
H -4.578 -3.926 -2.507
H -6.086 -2.280 -2.270
H -4.872 -1.210 -1.473
H -5.577 -2.170 0.718
H -6.189 -3.551 -0.109
H -8.055 -2.454 -1.050
H -8.126 -2.392 0.676
H -6.740 -0.131 -2.849
H -5.732 0.843 -1.774
H -7.250 2.796 -2.746
H -5.743 2.263 -3.533
H -8.603 1.550 -4.302
H -7.191 0.723 -5.012
H -7.473 2.476 -5.248
H -5.035 0.153 0.482
H -6.443 -2.546 3.257
H -4.678 -1.548 3.596
H -9.506 -0.041 3.092
H -10.464 2.154 0.692
H -10.102 2.060 2.399
H -9.127 4.049 1.465
H -7.829 3.016 2.010
H -8.190 3.171 0.270
H -9.612 -2.249 -3.023
H -9.014 -0.601 -3.455
H -10.740 -0.984 -3.481
C 11.544 4.168 0.416
C 10.591 4.070 -0.678
N 9.829 3.989 -1.532
H 11.387 3.360 1.130
H 12.565 4.102 0.044
H 11.431 5.116 0.940
C -0.930 -0.849 3.994
C 0.080 -0.811 2.952
N 0.862 -0.781 2.114
H -1.044 0.126 4.466
H -1.890 -1.126 3.569
H -0.670 -1.573 4.765
C 3.217 1.488 2.841
C 4.012 2.566 2.274
N 4.663 3.398 1.825
H 3.452 1.354 3.897
H 2.154 1.703 2.753
H 3.410 0.549 2.323
C 8.918 -2.127 -0.581
C 7.969 -2.353 -1.660
N 7.198 -2.532 -2.491
H 8.842 -2.917 0.166
H 9.940 -2.109 -0.957
H 8.725 -1.179 -0.085
C 3.715 5.013 -1.193
C 2.762 4.885 -2.285
N 2.005 4.785 -3.141
H 3.584 4.216 -0.463
H 4.739 4.962 -1.560
H 3.591 5.963 -0.677
C 6.995 0.793 4.496
C 6.956 -0.132 3.375
N 6.926 -0.822 2.458
H 7.920 0.677 5.060
H 6.939 1.822 4.141
H 6.159 0.617 5.172
C 10.224 -2.372 3.339
C 10.454 -1.340 2.340
N 10.636 -0.537 1.540
H 10.255 -3.360 2.883
H 10.984 -2.331 4.117
H 9.246 -2.242 3.800

A molecular structure, C36H73F2N3O30S2Zn. Source: the OMol25 dataset; level of theory: ωB97M-V with the def2-TZVPD basis set.

Computed properties:
* Kohn-Sham gap: 9.34 eV
* energy: -6612.3871 hartree
* HOMO: -9.267 eV

CARTESIAN COORDINATES (ANGSTROEM)
Zn 16.219 -22.681 -19.466
N 17.550 -21.871 -20.723
S 18.990 -21.162 -20.597
O 19.132 -20.046 -21.448
O 20.074 -22.046 -20.344
F 18.735 -20.537 -19.141
S 17.615 -22.229 -22.382
O 18.763 -22.982 -22.737
O 17.037 -21.278 -23.255
F 16.482 -23.339 -22.301
C 12.913 -24.798 -19.656
C 14.063 -23.863 -19.535
O 14.579 -23.596 -18.410
O 14.609 -23.415 -20.580
H 12.848 -25.486 -18.816
H 12.976 -25.394 -20.566
H 11.960 -24.268 -19.719
C 21.501 -19.635 -17.714
O 21.639 -19.211 -19.040
C 22.499 -18.152 -19.337
C 22.140 -16.857 -18.662
O 21.008 -16.200 -19.218
C 19.769 -16.927 -19.201
C 18.699 -15.995 -19.666
O 18.711 -15.930 -21.054
C 17.875 -14.905 -21.552
H 20.773 -20.446 -17.688
H 21.151 -18.869 -17.013
H 22.446 -20.070 -17.350
H 22.529 -18.066 -20.419
H 23.534 -18.333 -18.987
H 22.921 -16.135 -18.931
H 22.090 -16.882 -17.569
H 19.546 -17.326 -18.200
H 19.867 -17.757 -19.915
H 18.851 -15.039 -19.143
H 17.725 -16.371 -19.304
H 17.958 -15.017 -22.631
H 18.236 -13.905 -21.294
H 16.846 -15.058 -21.212
C 15.006 -25.756 -27.955
O 15.942 -25.169 -27.082
C 16.675 -24.167 -27.734
C 17.497 -23.305 -26.816
O 18.756 -23.832 -26.505
C 18.722 -24.926 -25.646
C 20.125 -25.285 -25.262
O 20.780 -25.890 -26.304
C 22.082 -26.318 -25.945
H 14.601 -26.657 -27.507
H 15.536 -26.086 -28.865
H 14.242 -25.029 -28.244
H 16.076 -23.551 -28.416
H 17.440 -24.634 -28.388
H 16.897 -23.102 -25.910
H 17.652 -22.276 -27.144
H 18.295 -25.814 -26.136
H 18.144 -24.772 -24.726
H 20.074 -25.941 -24.376
H 20.614 -24.374 -24.880
H 22.725 -25.447 -25.774
H 22.453 -26.864 -26.811
H 22.084 -26.978 -25.072
C 16.391 -26.524 -21.188
O 17.627 -26.571 -20.520
C 17.852 -25.647 -19.628
O 17.228 -24.600 -19.572
O 18.825 -26.027 -18.846
C 19.462 -25.031 -18.039
H 16.485 -27.215 -22.017
H 16.197 -25.546 -21.644
H 15.554 -26.684 -20.510
H 18.777 -24.703 -17.255
H 19.737 -24.167 -18.636
H 20.311 -25.515 -17.574
C 12.204 -21.318 -28.219
O 12.486 -22.510 -27.490
C 13.602 -22.488 -26.744
O 14.551 -21.803 -26.973
O 13.434 -23.328 -25.750
C 14.396 -23.311 -24.708
H 12.932 -21.170 -29.017
H 12.222 -20.444 -27.568
H 11.208 -21.448 -28.627
H 15.075 -22.462 -24.700
H 15.059 -24.176 -24.826
H 13.888 -23.437 -23.756
C 15.448 -19.569 -25.110
O 14.697 -18.553 -24.476
C 14.925 -17.320 -24.912
O 15.816 -16.978 -25.647
O 14.029 -16.511 -24.329
C 13.960 -15.184 -24.845
H 15.023 -19.831 -26.077
H 15.474 -20.419 -24.439
H 16.481 -19.257 -25.269
H 13.234 -14.667 -24.223
H 13.571 -15.152 -25.868
H 14.923 -14.687 -24.861
C 18.579 -17.686 -23.879
O 18.810 -18.704 -24.834
C 19.843 -19.545 -24.715
O 20.619 -19.690 -23.810
O 19.816 -20.250 -25.847
C 20.699 -21.333 -25.945
H 18.826 -17.935 -22.850
H 17.506 -17.522 -23.826
H 19.072 -16.755 -24.153
H 20.490 -21.909 -26.853
H 20.535 -22.066 -25.156
H 21.775 -21.172 -26.080
C 13.295 -20.706 -17.240
O 13.488 -19.645 -18.171
C 14.485 -19.788 -18.982
O 15.188 -20.767 -19.024
O 14.589 -18.708 -19.731
C 15.669 -18.650 -20.677
H 12.534 -20.374 -16.540
H 14.180 -20.966 -16.655
H 12.962 -21.610 -17.752
H 16.468 -19.362 -20.491
H 16.056 -17.636 -20.701
H 15.279 -18.847 -21.680
C 17.383 -20.013 -16.174
O 17.367 -21.327 -15.575
C 17.004 -22.352 -16.330
O 16.943 -22.355 -17.521
O 16.700 -23.369 -15.561
C 16.436 -24.626 -16.208
H 16.395 -19.759 -16.562
H 18.025 -20.039 -17.048
H 17.718 -19.339 -15.401
H 15.386 -24.872 -16.071
H 16.989 -25.366 -15.631
H 16.721 -24.586 -17.250
C 21.251 -25.812 -21.123
C 21.484 -27.008 -20.354
N 21.648 -27.952 -19.734
H 20.516 -26.007 -21.905
H 22.148 -25.488 -21.649
H 20.873 -24.962 -20.560
C 22.951 -20.831 -21.307
C 23.396 -21.930 -22.153
N 23.765 -22.803 -22.817
H 22.276 -21.142 -20.524
H 22.473 -20.121 -21.983
H 23.835 -20.398 -20.837

Which of these has the highest Kohn-Sham gap? C36H73F2N3O30S2Zn

What is the formula in the second record? C36H73F2N3O30S2Zn

Which of these has the lowest HOMO? C36H73F2N3O30S2Zn

Among the records above, which one has the lowest Kohn-Sham gap? C36H73BN7O7P3S